{"formula": "CH2N2O2S", "method": "ωB97M-V/def2-TZVPD", "lumo_ev": 0.559, "largest_force_ev_per_a": 3.2, "de_lowest_kcal_mol": 16.5, "energy_ha": -697.5247, "smiles": "O=C=O.N#N.S", "homo_energy_ev": -9.722, "species": ["C", "N", "N", "O", "O", "S", "H", "H"], "positions_angstrom": [[-0.611136, -1.389098, 0.395768], [1.617649, -1.722960, 2.371597], [1.283727, -1.173277, 1.479939], [-0.128627, -1.007351, -0.562641], [-1.258654, -1.869600, 1.214619], [-0.436510, 2.573478, -2.281373], [-0.249072, 1.471097, -1.563194], [-0.217377, 3.117710, -1.054715]], "forces_ev_per_a": [[-2.164, -0.983, -0.700], [-0.298, 0.751, -1.221], [1.816, -0.685, 2.497], [1.038, 1.180, -2.061], [-0.400, -0.244, 1.488], [0.196, 0.229, 1.086], [-0.040, -0.809, -0.442], [-0.149, 0.561, -0.647]], "lowdin_charge": [-0.568, 0.136, 0.063, 0.174, 0.197, 0.477, -0.274, -0.205]}